Record 1
This record from the OMol25 dataset describes an isolated molecule of C3H5N3S. The level of theory is the ωB97M-V functional and the def2-TZVPD basis.

```
12
Properties=species:S:1:pos:R:3:forces:R:3
C -0.4129 0.7501 -0.3589 0.01 1.03 0.62
C 0.6643 0.8522 0.7160 -0.21 -0.81 -0.54
C 0.5461 -1.2414 0.1857 0.07 0.76 0.36
H -2.3582 -1.5944 -1.1507 -0.37 -0.23 -0.20
H -1.3242 1.1339 0.1205 -0.13 -0.22 -0.49
H -0.1811 1.3272 -1.2615 -0.03 0.00 0.28
H 1.8233 1.6982 1.8226 -0.46 0.34 0.37
H 0.7232 -2.3085 0.1430 -0.12 -0.01 -0.15
N -0.4180 -0.6522 -0.6127 0.51 -1.34 -0.02
N 0.9836 1.9243 1.2727 1.08 0.35 0.19
N 1.1901 -0.4531 0.9840 -0.40 -0.07 -0.80
S -1.2363 -1.4363 -1.8607 0.05 0.19 0.37
```
Forces are in eV/Å.

Output
HOMO-LUMO gap, eV: 9.59
Molar mass, g/mol: 115.16
Maximum force, hartree/bohr: 0.0279
SMILES string: [H]/N=C1/CN(S)C=N1
Highest occupied orbital energy, eV: -9.06
Relative energy (zero: lowest compared OMol25 entry of this formula, charge and spin), kcal per mole: 29.1

Just the Löwdin charges please, in e? Sure, here they are: -0.16 -0.45 -0.21 -0.13 0.13 0.13 0.06 0.12 -0.54 0.13 0.10 0.82

---

Record 2
This record from the OMol25 dataset describes a structure of composition C17H12F5N2O3Zr. The level of theory is the ωB97M-V functional and the def2-TZVPD basis.

```
40
Properties=species:S:1:pos:R:3:forces:R:3
Zr 0.2026 0.5763 -0.7278 1.10 0.52 -1.31
C 3.6352 -0.4346 -2.7871 0.25 -0.10 0.17
O 4.4531 -0.1360 -1.6518 0.08 -0.08 -0.54
C 4.0073 -0.0174 -0.3986 -0.01 -0.04 -0.06
C 5.0073 0.2548 0.5226 0.34 0.12 0.27
C 4.7441 0.3566 1.8725 0.22 0.02 0.03
C 3.4565 0.1972 2.3303 -0.31 0.16 0.63
C 2.4049 -0.0247 1.4485 0.03 -0.29 -0.35
C 1.0655 -0.2438 1.9828 0.15 -0.13 -0.01
N 0.0394 -0.0901 1.2295 -0.79 -0.54 0.77
N -1.2683 -0.4688 1.5908 0.78 0.14 0.38
C -1.9769 -0.6303 0.5236 -0.10 -0.17 -0.47
O -1.4322 -0.4575 -0.7194 -1.32 -0.63 1.07
C -3.3852 -1.0176 0.6235 0.16 0.02 -0.17
C -3.9988 -1.0439 1.8735 -0.07 -0.01 0.15
C -5.3251 -1.4179 1.9744 -0.04 -0.01 0.01
C -6.0361 -1.7709 0.8326 -0.05 -0.01 -0.01
C -5.4234 -1.7464 -0.4132 -0.04 -0.01 0.02
C -4.0968 -1.3656 -0.5211 -0.02 -0.01 -0.04
C 2.7004 -0.1606 0.0590 -0.46 -0.35 0.02
O 1.6971 -0.5415 -0.8247 1.44 -0.61 0.21
H 4.3200 -0.4602 -3.6248 0.11 -0.01 -0.05
H 2.9096 0.3449 -2.9542 -0.29 0.30 -0.05
H 3.1485 -1.3969 -2.6881 -0.07 -0.14 0.04
H 6.0162 0.3582 0.1386 -0.09 0.00 0.03
H 5.5519 0.5459 2.5681 -0.06 -0.01 -0.04
H 3.2389 0.2698 3.3910 0.03 -0.01 -0.08
H 0.9329 -0.5949 2.9999 0.01 0.04 0.15
H -3.4311 -0.7721 2.7536 -0.04 -0.01 -0.03
H -5.8078 -1.4368 2.9431 0.01 0.00 -0.04
H -7.0749 -2.0674 0.9161 0.05 0.02 -0.01
H -5.9794 -2.0255 -1.2988 0.02 0.01 0.03
H -3.6097 -1.3486 -1.4853 0.02 0.01 -0.02
F 1.2308 3.9615 -1.6332 0.53 0.59 0.02
C 0.9362 2.7136 -1.6084 -0.69 -0.73 -0.22
F 0.5983 2.4394 0.0372 -0.29 0.72 0.31
C -0.5473 2.5654 -2.1844 0.13 0.31 -0.08
F -0.9244 3.4463 -3.0423 -0.17 0.10 -0.10
F -1.4823 2.3417 -1.2290 -0.33 0.51 -0.23
F -0.4969 1.2986 -2.8189 -0.21 0.33 -0.37
```
Forces are in eV/Å.

Output
HOMO-LUMO gap, eV: 7.44
Molar mass, g/mol: 478.51
Charge: +1
Maximum force, hartree/bohr: 0.0352
Highest occupied orbital energy, eV: -11.83
Relative energy (zero: lowest compared OMol25 entry of this formula, charge and spin), kcal per mole: 29.4

Just the Löwdin charges please, in e? Sure, here they are: 1.92 -0.03 -0.04 -0.22 0.04 -0.04 -0.03 -0.14 0.01 -0.15 0.13 -0.35 -0.23 -0.17 -0.02 -0.06 -0.06 -0.06 -0.02 -0.20 -0.26 0.10 0.07 0.10 0.14 0.12 0.13 0.16 0.11 0.11 0.11 0.11 0.12 0.15 -0.14 -0.26 -0.59 0.26 0.11 0.01

---

Record 3
This record from the OMol25 dataset describes a cluster of 2 separate species, C4H10N2O in total. The level of theory is the ωB97M-V functional and the def2-TZVPD basis.

```
17
Properties=species:S:1:pos:R:3:forces:R:3
C 0.4938 0.8375 -0.8407 -0.45 -0.06 0.35
C 1.4288 0.9924 -1.7580 0.25 0.33 -0.22
N 2.8082 1.1012 -1.4213 0.12 -0.07 -0.02
N -0.8955 0.7313 -1.1664 0.08 -0.13 0.09
H 0.7635 0.7844 0.2121 0.16 0.03 -0.01
H 1.1427 1.1104 -2.7997 -0.06 -0.19 -0.01
H 3.0644 2.0399 -1.1424 -0.06 -0.04 0.03
H 3.4004 0.8390 -2.1964 0.00 0.04 0.01
H -1.4611 1.0359 -0.3814 0.01 0.01 -0.03
H -1.1232 -0.2484 -1.3038 -0.08 0.12 -0.16
O -2.0771 0.3257 2.1992 -0.09 0.15 -0.12
C -1.6243 -0.7641 2.4221 0.06 -0.17 0.22
C -1.2197 -1.7484 1.3716 0.17 -0.08 -0.03
H -1.4490 -1.0944 3.4673 -0.02 0.10 -0.02
H -1.8127 -1.6352 0.4699 -0.09 0.01 -0.03
H -1.2634 -2.7700 1.7465 -0.06 0.00 -0.01
H -0.1759 -1.5371 1.1214 0.04 -0.04 -0.04
```
Forces are in eV/Å.

Output
HOMO-LUMO gap, eV: 9.33
Molar mass, g/mol: 102.14
Maximum force, hartree/bohr: 0.0111
SMILES string: N/C=C/N.CC=O
Highest occupied orbital energy, eV: -8.34
Relative energy (zero: lowest compared OMol25 entry of this formula, charge and spin), kcal per mole: 56.2

Just the Löwdin charges please, in e? Sure, here they are: -0.23 -0.23 0.00 0.01 0.10 0.10 0.07 0.06 0.05 0.06 0.04 -0.32 -0.06 0.12 0.07 0.08 0.08

---

Record 4
This record from the OMol25 dataset describes a structure of composition C5H7N. The level of theory is the ωB97M-V functional and the def2-TZVPD basis.

```
13
Properties=species:S:1:pos:R:3:forces:R:3
C -1.0843 0.8996 0.1999 -0.32 0.56 0.61
C -0.9775 -0.5818 0.0049 0.49 0.53 -1.43
C -0.1629 0.6382 -0.8931 -0.98 -0.96 -0.51
N 1.2657 0.3215 -0.7929 -0.48 -0.84 0.22
C 1.4303 -0.1797 0.5532 0.47 0.11 0.62
C 0.3614 -1.1111 0.2371 0.38 -0.24 -0.56
H -0.7835 1.3186 1.1449 0.14 0.22 0.27
H -2.0319 1.2844 -0.1492 -0.10 0.11 0.08
H -1.7764 -1.2161 -0.3807 0.38 0.40 0.03
H -0.4683 0.8955 -1.9065 -0.13 -0.32 0.27
H 1.2529 0.5268 1.3574 -0.06 0.16 0.35
H 2.3952 -0.6550 0.6680 0.16 -0.02 0.08
H 0.5794 -2.1407 -0.0430 0.05 0.29 -0.04
```
Forces are in eV/Å.

Output
HOMO-LUMO gap (spin up / spin down), eV: 6.64 / 7.63
Molar mass, g/mol: 81.12
Maximum force, hartree/bohr: 0.0311
Highest occupied orbital energy (spin up / spin down), eV: -6.69 / -7.38
Relative energy (zero: lowest compared OMol25 entry of this formula, charge and spin), kcal per mole: 122.3

Just the Löwdin charges please, in e? Sure, here they are: -0.14 -0.15 -0.22 0.01 -0.29 -0.02 0.10 0.11 0.12 0.13 0.10 0.11 0.13

---

Record 5
This record from the OMol25 dataset describes an isolated molecule of C2H4N4O2. The level of theory is the ωB97M-V functional and the def2-TZVPD basis.

```
12
Properties=species:S:1:pos:R:3:forces:R:3
C 0.7982 -0.3460 0.5956 -0.05 0.16 0.91
C -1.2005 -0.0358 -0.3803 3.16 0.66 -1.77
H 2.5273 -0.4638 1.4858 1.29 -0.71 2.09
H 2.3977 0.8153 0.3945 0.16 -0.45 0.28
H -1.8989 -1.6129 0.7603 -0.29 -0.12 0.20
H -0.5860 1.7475 -1.5491 -0.64 -0.19 -0.67
N 2.1623 -0.1408 0.6571 -1.99 0.96 -1.85
N 0.0263 -1.1615 1.2658 2.14 1.18 -1.81
N -1.1254 -1.0307 0.5275 -3.35 -0.83 0.19
N -1.8895 0.3394 -1.3939 -0.93 -0.94 1.91
O -1.3809 1.4468 -2.0515 0.92 0.53 0.24
O 0.1694 0.4426 -0.3118 -0.41 -0.25 0.29
```
Forces are in eV/Å.

Output
HOMO-LUMO gap, eV: 8.44
Molar mass, g/mol: 116.08
Maximum force, hartree/bohr: 0.0716
SMILES string: Nc1n[nH]/c(=N/O)o1
Highest occupied orbital energy, eV: -7.93
Relative energy (zero: lowest compared OMol25 entry of this formula, charge and spin), kcal per mole: 57.0

Just the Löwdin charges please, in e? Sure, here they are: -0.44 -0.31 0.07 0.12 0.15 0.09 0.17 0.12 0.02 0.02 -0.07 0.06

---

Record 6
This record from the OMol25 dataset describes an isolated molecule of C4H6N2S. The level of theory is the ωB97M-V functional and the def2-TZVPD basis.

```
13
Properties=species:S:1:pos:R:3:forces:R:3
C 0.0569 -1.6243 0.9969 0.00 0.27 -0.32
C -0.1278 -0.6033 -0.9574 0.68 1.71 -0.63
C -0.6198 -0.3358 -2.1597 0.09 -0.10 0.38
C 0.6734 -0.3378 1.4626 0.30 0.36 -0.25
N -0.3496 -1.7110 -0.2019 -0.45 -1.49 0.74
N 0.2430 2.3450 0.2646 0.72 -3.48 0.12
S 1.0549 0.5241 -0.0894 -1.64 2.93 0.27
H -0.0475 -2.4625 1.6650 -0.12 -0.18 0.20
H -0.4007 0.5913 -2.6547 0.09 0.23 -0.07
H -1.2821 -1.0295 -2.6480 -0.08 -0.18 0.00
H -0.0331 0.2820 2.0169 -0.03 0.04 0.05
H 1.5765 -0.4860 2.0558 -0.08 0.05 -0.09
H 0.6478 2.8874 -0.4969 0.51 -0.16 -0.42
```
Forces are in eV/Å.

Output
HOMO-LUMO gap, eV: 7.99
Molar mass, g/mol: 114.17
Maximum force, hartree/bohr: 0.0691
Highest occupied orbital energy, eV: -8.02
Relative energy (zero: lowest compared OMol25 entry of this formula, charge and spin), kcal per mole: 104.0

Just the Löwdin charges please, in e? Sure, here they are: -0.17 -0.57 0.05 -0.35 0.05 -0.27 0.99 0.12 0.06 0.07 0.09 0.09 -0.14